This record from the OMol25 dataset describes a molecular structure, C44H51CsN6O3P2S4 in a non-equilibrium geometry. The level of theory is the ωB97M-V functional and the def2-TZVPD basis.

Properties
- HOMO: -0.063 hartree
- Total charge: -2
- HOMO-LUMO gap: 5.239 eV
- F_max: 2.26 eV/Å

Geometry as XYZ:
```
111
Properties=species:S:1:pos:R:3:mulliken_charge:R:1
Cs -0.499 0.095 0.080 1.68
C -2.618 3.752 5.933 -0.86
S -3.483 3.711 4.353 -0.10
C -3.153 2.016 3.759 0.15
S -2.228 0.935 4.651 -0.49
N -3.789 1.866 2.642 -0.85
N -3.566 0.730 1.933 0.65
C -4.630 0.141 1.549 -0.98
C -4.618 -0.998 0.637 0.80
C -5.808 -1.698 0.400 -0.78
C -5.818 -2.725 -0.524 -0.33
C -4.647 -3.029 -1.201 -1.14
C -3.510 -2.289 -0.901 -0.28
N -3.487 -1.309 -0.005 0.37
H -2.785 4.752 6.341 0.31
H -1.555 3.573 5.802 0.25
H -3.022 3.000 6.606 0.28
H -5.611 0.504 1.869 0.22
H -6.705 -1.419 0.938 0.42
H -6.730 -3.278 -0.720 0.39
H -4.606 -3.818 -1.939 0.47
H -2.562 -2.491 -1.394 0.52
O 1.666 -0.234 1.219 -1.40
P 3.006 -0.270 0.556 1.34
C 2.411 -2.814 -0.440 -1.37
P 0.791 -3.270 -0.719 0.97
O -0.225 -2.253 -1.162 -0.44
C 0.754 -4.544 -2.060 -0.01
C 0.538 -5.910 -1.902 -0.36
C 0.571 -6.769 -2.996 -0.61
C 0.812 -6.276 -4.270 -0.44
C 1.022 -4.911 -4.443 -0.61
C 0.992 -4.060 -3.351 -0.73
C 0.224 -4.089 0.804 0.19
C -0.929 -3.623 1.422 -0.14
C -1.340 -4.145 2.644 -0.66
C -0.603 -5.148 3.254 -0.49
C 0.552 -5.623 2.642 -0.76
C 0.966 -5.091 1.432 -0.23
C 3.753 1.259 1.350 0.51
C 3.031 1.954 2.317 -0.61
C 3.531 3.121 2.887 -0.43
C 4.775 3.605 2.514 -0.52
C 5.518 2.909 1.564 -0.60
C 5.007 1.754 0.991 -0.57
C 4.200 -1.388 1.365 0.48
C 5.454 -1.654 0.831 -0.45
C 6.336 -2.487 1.508 -0.67
C 5.970 -3.059 2.719 -0.37
C 4.713 -2.790 3.255 -0.62
C 3.832 -1.960 2.582 -0.66
H 2.882 -3.653 0.082 0.18
H 2.902 -2.650 -1.401 0.47
H 0.331 -6.309 -0.916 0.36
H 0.398 -7.830 -2.853 0.37
H 0.833 -6.945 -5.122 0.34
H 1.211 -4.514 -5.434 0.38
H 1.161 -2.996 -3.481 0.45
H -1.507 -2.821 0.976 0.11
H -2.224 -3.744 3.124 0.48
H -0.917 -5.548 4.211 0.38
H 1.144 -6.393 3.123 0.37
H 1.886 -5.440 0.977 0.43
H 2.061 1.570 2.611 0.45
H 2.941 3.651 3.627 0.41
H 5.164 4.517 2.954 0.33
H 6.493 3.278 1.262 0.36
H 5.572 1.242 0.221 0.24
H 5.715 -1.222 -0.129 0.36
H 7.311 -2.700 1.083 0.37
H 6.656 -3.715 3.243 0.34
H 4.418 -3.237 4.197 0.40
H 2.842 -1.756 2.973 0.36
O -2.842 1.695 -2.664 -0.76
S -1.635 1.733 -3.535 0.45
C -2.245 1.384 -5.244 -0.85
C -2.171 -0.120 -5.460 -0.61
C -0.858 -0.546 -4.812 -0.53
C -0.873 0.075 -3.426 0.82
H -1.588 1.920 -5.934 0.35
H -3.243 1.819 -5.291 0.38
H -2.224 -0.383 -6.519 0.39
H -3.006 -0.606 -4.949 0.24
H -0.010 -0.170 -5.393 0.32
H -0.751 -1.630 -4.738 0.14
H 0.111 0.138 -2.962 0.25
H -1.537 -0.477 -2.759 -0.77
C -2.930 6.449 -0.581 -0.65
C -3.366 5.000 -0.675 -0.64
N -2.297 4.242 -1.300 0.11
C -1.004 4.348 -0.800 -0.10
N -0.256 3.313 -0.816 -0.11
C 1.125 3.410 -0.369 -0.33
C 1.675 4.824 -0.413 -0.72
C 0.672 5.732 0.270 -0.81
N -0.621 5.631 -0.392 0.14
C -1.627 6.505 0.192 -0.67
H -3.686 7.051 -0.072 0.38
H -2.781 6.852 -1.586 0.30
H -4.263 4.899 -1.288 0.42
H -3.610 4.620 0.327 0.28
H -2.528 3.274 -1.504 0.20
H 1.744 2.716 -0.940 0.05
H 1.170 3.054 0.668 0.23
H 1.819 5.147 -1.449 0.32
H 2.639 4.871 0.098 0.38
H 0.980 6.781 0.238 0.37
H 0.586 5.449 1.330 0.38
H -1.223 7.522 0.196 0.33
H -1.813 6.229 1.242 0.36
S 3.292 0.210 -1.339 -0.47
```